1.
30
Properties=species:S:1:pos:R:3:forces:R:3:nbo_charge:R:1 method="wB97M-V/def2-TZVPD" homo_ev=-12.79 smiles=CC#[N+]C(c1cc(F)cc(F)c1)c1cc(F)cc(F)c1 largest_force_ha_per_bohr=0.0663 total_charge=+1
C -4.076270 0.981834 -0.240286 -1.34 0.00 -0.08 -0.767
C -2.661038 0.849117 -0.189958 3.39 0.16 0.34 0.645
N -1.501802 0.814881 -0.114972 -1.31 -0.43 -0.12 -0.234
H -4.394212 2.025228 -0.245551 0.34 0.12 0.01 0.308
H -4.500500 0.519359 -1.131121 0.25 -0.12 -0.13 0.307
H -4.552236 0.511545 0.619777 0.22 -0.12 0.14 0.307
F 2.196711 -2.326704 3.413504 -1.10 1.42 -0.37 -0.308
C 1.523820 -1.170808 3.066681 0.56 -1.07 -0.25 0.433
C 1.484896 -0.132086 3.988829 -0.44 0.30 -0.35 -0.314
C 0.780605 1.001989 3.588783 -0.51 0.94 0.28 0.435
F 0.580352 2.052968 4.465131 0.36 -1.56 -1.07 -0.309
C 0.267408 1.130539 2.293062 0.24 0.89 1.18 -0.277
C 0.486342 0.138737 1.364401 -1.24 0.59 -0.69 -0.046
C 0.073202 0.668252 -0.053600 0.24 -1.25 0.71 -0.009
C 0.532005 -0.118790 -1.291441 -0.75 0.13 -0.22 -0.047
C 0.146600 0.561407 -2.431775 -0.05 0.31 -0.98 -0.289
C 0.574477 0.133569 -3.685603 -0.30 0.78 -0.50 0.444
F 0.260572 0.925053 -4.770579 0.38 -1.22 1.24 -0.309
C 1.326506 -1.028473 -3.848660 -0.31 0.18 0.29 -0.316
C 1.576234 -1.759642 -2.696146 0.75 -0.94 0.67 0.433
F 2.277454 -2.951357 -2.792816 -1.04 1.68 0.03 -0.309
C 1.211774 -1.340887 -1.405120 -0.18 0.33 -0.03 -0.262
C 0.967353 -1.105145 1.776587 0.20 -0.09 0.03 -0.270
H 1.925433 -0.212945 4.974521 0.00 -0.04 -0.11 0.274
H -0.345473 1.991600 1.984428 0.73 -0.11 0.52 0.226
H 0.418195 1.740997 -0.151614 -0.53 -1.31 0.18 0.273
H -0.529234 1.416656 -2.304918 0.62 -0.12 -0.56 0.222
H 1.679360 -1.361476 -4.814409 -0.03 0.02 0.00 0.273
H 1.423415 -1.951433 -0.533482 0.31 0.12 -0.58 0.244
H 0.848051 -2.003978 1.166337 0.54 0.40 0.43 0.243

2.
60
Properties=species:S:1:pos:R:3:forces:R:3:nbo_charge:R:1 method="wB97M-V/def2-TZVPD" homo_ev="0.93 / 0.93" largest_force_ha_per_bohr=0.0116 total_charge=-2
Hg -1.427998 1.788798 0.891291 0.37 0.26 -0.39 0.657
C 2.151592 3.347898 1.715960 -0.12 0.16 0.04 -1.161
Si 1.306813 1.730060 1.112205 -0.08 -0.21 0.19 0.842
C 2.411063 1.287275 -0.437700 -0.14 -0.06 -0.18 -0.492
C 1.969803 2.251597 -1.549720 0.05 0.00 -0.01 -0.610
C 2.126841 -0.139287 -0.918521 -0.01 -0.01 -0.07 -0.615
C 3.919849 1.455894 -0.253405 0.02 0.05 0.06 -0.607
C 1.668115 0.510274 2.603376 -0.03 -0.09 0.01 -0.489
C 1.140333 -0.895361 2.290845 -0.09 0.03 0.11 -0.620
C 0.850231 1.055374 3.783238 0.05 0.02 0.02 -0.615
C 3.125955 0.402778 3.055185 0.03 0.00 -0.01 -0.607
H 3.209518 3.230783 1.979935 -0.02 -0.02 -0.01 0.187
H 1.627319 3.744005 2.590835 0.01 0.00 -0.02 0.218
H 2.081117 4.116047 0.939626 0.01 -0.01 0.02 0.221
H 0.922467 2.106361 -1.813243 -0.03 -0.01 0.01 0.229
H 2.577645 2.089358 -2.453536 -0.02 0.00 0.01 0.173
H 2.078666 3.299208 -1.252904 0.04 -0.01 -0.01 0.199
H 1.053615 -0.335806 -0.998282 0.00 0.01 0.06 0.254
H 2.545029 -0.883024 -0.236480 0.04 0.01 -0.02 0.188
H 2.583558 -0.305098 -1.907569 0.00 0.02 0.01 0.170
H 4.183599 2.483834 0.011521 0.00 -0.01 0.00 0.195
H 4.443819 1.212696 -1.191485 -0.01 0.01 0.01 0.175
H 4.319287 0.800254 0.522847 0.00 0.00 -0.01 0.194
H 0.120987 -0.876648 1.894117 0.04 0.01 -0.02 0.267
H 1.147602 -1.511269 3.205156 0.02 0.01 -0.01 0.163
H 1.754079 -1.407336 1.549312 0.01 -0.01 0.01 0.194
H -0.198546 1.195937 3.510171 0.00 -0.03 0.01 0.226
H 1.232355 2.019655 4.132854 0.01 -0.01 0.00 0.192
H 0.891092 0.349698 4.626942 0.02 0.02 0.00 0.174
H 3.735785 -0.128375 2.320238 -0.01 0.00 0.01 0.192
H 3.194443 -0.158837 4.000938 0.00 -0.01 -0.02 0.173
H 3.582207 1.383393 3.222591 -0.01 -0.01 0.01 0.192
S -2.175178 5.040912 -0.079907 -0.14 0.33 0.03 -0.180
C -1.899486 3.552013 -0.573006 0.10 -0.51 0.16 -0.693
O -1.236179 -0.757123 0.022753 -0.04 0.05 0.00 -0.898
C -1.984857 -1.371556 -0.896878 -0.10 -0.19 -0.12 0.180
C -1.592323 -0.947046 -2.333679 -0.03 0.09 0.07 -0.200
C -1.212261 0.315336 -2.673053 0.00 0.02 -0.01 -0.264
C -0.975046 0.476206 -4.066322 -0.02 -0.04 0.00 -0.249
C -1.183941 -0.674041 -4.769788 0.01 0.12 0.03 -0.469
S -1.661085 -1.949280 -3.731832 -0.05 -0.16 -0.01 0.410
C -1.791382 -2.909960 -0.779352 0.15 0.15 0.09 -0.180
C -0.620252 -3.573318 -1.011774 0.02 -0.07 -0.03 -0.274
C -0.649908 -4.935979 -0.611773 -0.04 0.01 -0.03 -0.261
C -1.854823 -5.294622 -0.078884 0.13 -0.03 -0.01 -0.479
S -2.934671 -3.970835 -0.065722 -0.21 0.04 0.00 0.448
C -3.488057 -1.045230 -0.708379 0.13 0.12 0.15 -0.198
C -4.140065 -1.041266 0.490203 -0.08 -0.06 0.03 -0.268
C -5.478799 -0.574297 0.402249 0.01 -0.07 -0.07 -0.259
C -5.821532 -0.220132 -0.870459 -0.03 0.01 0.12 -0.465
S -4.511600 -0.441615 -1.942469 0.01 -0.04 -0.19 0.455
H -1.127671 1.098932 -1.931203 -0.01 0.04 -0.05 0.268
H -0.659246 1.407610 -4.517295 0.00 -0.01 0.01 0.212
H -1.062280 -0.841601 -5.828926 0.01 0.01 0.01 0.211
H 0.241352 -3.075235 -1.435716 0.01 0.01 0.05 0.232
H 0.187631 -5.614775 -0.710065 0.00 0.00 0.00 0.200
H -2.151544 -6.252938 0.318298 0.01 -0.01 -0.03 0.212
H -3.647743 -1.336773 1.405616 0.03 0.08 0.00 0.237
H -6.146107 -0.486014 1.249350 0.00 0.02 0.00 0.201
H -6.751188 0.202491 -1.218325 -0.01 -0.02 0.01 0.214

3.
9
Properties=species:S:1:pos:R:3:forces:R:3:nbo_charge:R:1 method="wB97M-V/def2-TZVPD" homo_ev=-8.39 largest_force_ha_per_bohr=0.1047 e_above_lowest_kcal_mol=106.8
B -0.888982 0.274771 0.363922 0.32 0.95 -0.18 0.961
C 1.624821 0.293413 -0.574437 1.37 -1.08 -0.22 -0.198
O -2.022637 -0.342959 0.314864 -3.23 -3.93 -1.77 -0.866
O 0.055091 0.090841 -0.610941 1.22 -1.45 -2.16 -0.746
Br 2.086273 -1.458310 0.553364 -0.24 0.68 -0.33 -0.200
Br 1.916363 1.766716 0.546971 0.33 0.83 0.58 0.042
H -0.635122 1.194840 0.989833 -0.18 0.49 1.15 -0.076
H -2.240071 -1.137597 -0.353841 1.05 2.84 2.30 0.522
H 0.104267 -0.681712 -1.229733 -0.64 0.66 0.62 0.562

4.
50
Properties=species:S:1:pos:R:3:forces:R:3:nbo_charge:R:1 method="wB97M-V/def2-TZVPD" homo_ev=-8.69 largest_force_ha_per_bohr=0.1591 e_above_lowest_kcal_mol=46.4
C -0.104642 -2.991039 4.090065 -0.06 0.11 -0.22 -0.214
C -0.762402 -3.150378 2.861571 0.33 0.17 0.20 -0.187
C -0.574329 -2.220538 1.841879 0.14 0.34 -0.02 -0.245
C 0.283755 -1.123235 2.032095 -0.50 -0.17 1.04 0.211
N 0.423536 -0.188537 0.980904 1.92 3.15 7.30 -0.533
C 0.624802 1.085659 1.180817 -0.40 -1.05 0.45 0.474
C 1.212235 1.977772 0.122445 -0.32 -0.14 -0.33 -0.476
C 0.346298 3.218822 -0.103073 -0.21 0.23 0.08 -0.395
C 0.176017 4.015484 1.195289 0.06 0.02 -0.01 -0.401
C -0.380388 3.152697 2.330385 -0.20 -0.01 -0.36 -0.393
C 0.336105 1.794974 2.484944 0.26 0.17 0.44 -0.489
C 0.992697 -1.002868 3.244016 -0.25 -0.16 -0.16 -0.246
C 0.765869 -1.910853 4.281720 0.00 -0.04 -0.43 -0.205
H -0.265199 -3.711757 4.893926 0.03 0.24 -0.25 0.220
H -1.429166 -3.995547 2.692439 0.17 0.21 0.11 0.221
H -1.110440 -2.301605 0.896269 0.06 -0.06 0.31 0.232
H 2.202952 2.291993 0.494635 -0.21 -0.17 -0.04 0.237
H 1.366210 1.435311 -0.812973 0.07 0.14 0.18 0.230
H 0.791111 3.851413 -0.880857 -0.06 -0.16 0.14 0.222
H -0.639566 2.900208 -0.471865 0.15 0.06 0.03 0.209
H 1.147508 4.431862 1.496306 -0.08 -0.07 -0.08 0.196
H -0.492525 4.866737 1.022507 0.13 -0.11 0.04 0.222
H -0.324293 3.702755 3.278797 0.01 -0.21 -0.16 0.220
H -1.447264 2.960991 2.149950 0.18 0.00 -0.03 0.210
H -0.254472 1.172845 3.166085 0.24 -0.02 -0.23 0.246
H 1.312492 1.969496 2.970749 -0.23 0.00 -0.07 0.226
H 1.702559 -0.180888 3.362189 -0.22 -0.39 0.05 0.214
H 1.277342 -1.768155 5.234923 -0.11 -0.13 -0.29 0.220
O -3.284007 0.715499 -2.195785 0.04 -0.76 0.31 -0.890
S -2.555417 -0.279885 -1.452039 1.46 0.65 0.55 2.072
O -2.433429 -0.239015 -0.006292 -0.60 -0.20 -1.05 -0.914
C -3.280178 -1.970165 -1.898943 -0.05 -0.43 0.03 0.752
F -4.553234 -2.027980 -1.481038 0.87 0.04 -0.30 -0.297
F -3.233783 -2.173187 -3.232521 0.00 0.21 1.05 -0.306
F -2.564121 -2.943553 -1.282448 -0.59 0.83 -0.54 -0.313
C -0.866954 -0.374748 -2.077762 0.98 -0.15 0.51 -0.414
C 0.188436 -0.606174 -1.180651 -3.32 -2.24 -4.46 -0.151
C 1.405181 -0.890367 -1.779889 1.61 -0.67 -0.20 -0.002
N 2.537700 -1.475518 -1.208215 -0.73 0.25 -0.25 0.414
O 2.837404 -1.780688 -0.061219 -0.16 0.35 -1.32 -0.358
O 3.409438 -1.771263 -2.272171 -0.56 0.45 0.93 -0.130
N 2.882113 -1.381642 -3.477056 -1.96 0.85 0.62 -0.078
C 1.661641 -0.857875 -3.169445 1.87 -1.03 -1.27 0.100
C 0.587122 -0.474816 -4.048457 -1.29 0.31 1.16 -0.019
N 0.721863 -0.321095 -5.479708 -0.20 0.35 -2.77 0.502
O 1.839123 -0.367768 -6.030740 -1.83 -0.05 1.72 -0.344
O -0.336003 -0.127594 -6.128568 1.84 -0.37 1.33 -0.391
C -0.677360 -0.274281 -3.471684 1.17 0.14 -1.12 -0.091
H 0.058189 -0.645398 0.008744 0.30 -0.36 -2.56 0.359
H -1.520523 -0.016106 -4.110248 0.29 -0.12 -0.04 0.276